The following is a DFT calculation (the ωB97M-V functional and the def2-TZVPD basis) of a 2-piece molecular cluster, C3H10N2O overall.

Net charge: -1
Kohn-Sham gap (alpha / beta), eV: 1.678 / 8.010
Energy relative to the best compared isomer or geometry (same formula, charge and spin), eV: 2.602
Spin multiplicity: 2
E_HOMO (alpha / beta), Eh: 0.0466 / -0.1780

Each atom is followed by the atoms it is bonded to, with distances in Å.
Positions of all 16 atoms, in Å:
1 C -2.5114 0.7199 -3.0038  C2 1.363, N3 1.429, H4 1.089
2 C -2.9608 -0.1744 -2.0789  C1 1.363, H5 1.098, H6 1.088
3 N -3.2797 1.7952 -3.5477  C1 1.429, H8 1.050, H9 1.015
4 H -1.7714 0.3518 -3.7133  C1 1.089
5 H -2.6395 -1.2182 -2.1897  C2 1.098
6 H -3.9730 -0.2154 -1.6831  C2 1.088
7 H 3.7197 -0.5467 3.9978  O12 0.953
8 H -4.0394 1.4235 -4.1705  N3 1.050
9 H -2.6486 2.3137 -4.1509  N3 1.015
10 N 3.0200 -1.3056 1.6615  C11 1.449, H13 1.001, H14 1.009
11 C 2.2788 -0.6275 2.7053  N10 1.449, O12 1.402, H15 1.104, H16 1.104
12 O 2.8989 -0.0877 3.8412  H7 0.953, C11 1.402
13 H 2.4236 -1.8133 1.0382  N10 1.001
14 H 3.8982 -1.7340 1.9118  N10 1.009
15 H 1.3618 -1.1678 2.9991  C11 1.104
16 H 1.7549 0.2049 2.2032  C11 1.104

Here are the Löwdin charges for atoms 1 to 6, given in e: -0.58 -0.15 -0.09 0.04 0.00 0.01